The following is a DFT calculation (ωB97M-V with the def2-TZVPD basis set) of an isolated ion of composition C19H21N2O and charge +1 at a distorted geometry.

The relative energy (zero: lowest compared OMol25 entry of this formula, charge and spin) comes out at 14.3 kcal/mol. The lowest unoccupied orbital energy comes out at -0.1316 Eh. Its charge is +1.

Last column: natural (NBO) charge in e.
Cartesian coordinates (Å):
C 4.86 -1.97 -0.48  -0.733
C 4.12 -0.67 -0.33  0.710
O 4.76 0.37 -0.22  -0.532
N 2.70 -0.75 -0.26  -0.432
C 1.86 0.28 0.06  0.634
C 2.38 1.66 0.08  -0.721
N 0.60 -0.17 0.20  -0.319
C -0.61 0.59 0.48  -0.098
C -1.63 -0.23 1.29  0.020
C -1.25 -1.13 2.30  -0.247
C -2.24 -1.75 3.10  -0.203
C -3.61 -1.56 2.84  -0.190
C -3.97 -0.64 1.84  -0.197
C -2.98 0.07 1.18  -0.226
C -1.21 1.29 -0.78  -0.059
C -0.65 2.52 -1.16  -0.210
C -1.06 3.14 -2.36  -0.202
C -2.19 2.66 -3.03  -0.192
C -2.88 1.56 -2.51  -0.184
C -2.32 0.80 -1.48  -0.227
C 0.56 -1.61 -0.14  -0.243
C 2.00 -2.02 -0.30  -0.226
H 4.26 -2.86 -0.64  0.225
H 5.57 -1.86 -1.30  0.275
H 5.49 -2.13 0.41  0.274
H 3.40 1.61 0.48  0.308
H 2.50 2.07 -0.95  0.293
H 1.76 2.32 0.69  0.249
H -0.36 1.44 1.14  0.239
H -0.20 -1.28 2.54  0.205
H -1.94 -2.34 3.96  0.228
H -4.39 -2.07 3.43  0.236
H -5.02 -0.43 1.64  0.231
H -3.27 0.94 0.59  0.232
H 0.07 2.99 -0.48  0.207
H -0.51 4.02 -2.70  0.231
H -2.54 3.15 -3.96  0.236
H -3.87 1.29 -2.88  0.229
H -2.81 -0.11 -1.14  0.235
H 0.07 -2.20 0.65  0.252
H 0.03 -1.81 -1.08  0.234
H 2.34 -2.65 0.54  0.223
H 2.18 -2.53 -1.25  0.236

The following is a DFT calculation (ωB97M-V with the def2-TZVPD basis set) of a single C19H21N3O molecule at a distorted geometry.

The relative energy (zero: lowest compared OMol25 entry of this formula, charge and spin) comes out at 461.6 kcal/mol. The lowest unoccupied orbital energy comes out at 0.0085 Eh.

Last column: natural (NBO) charge in e.
Cartesian coordinates (Å):
O -4.29 -2.07 1.34  -0.614
C -3.59 -1.23 0.62  0.626
N -2.29 -1.37 0.23  -0.382
N -1.59 -0.58 -0.36  -0.208
C -0.41 -0.99 -0.76  0.187
C 0.35 0.17 -1.18  -0.444
C 1.71 0.31 -0.64  -0.230
N 2.54 -1.01 -0.73  -0.466
C 3.46 -1.36 0.42  -0.220
C 4.45 -0.19 0.48  -0.008
C 5.27 0.29 -0.84  -0.158
C 6.12 1.20 -0.65  -0.255
C 6.43 1.81 0.32  -0.178
C 5.68 1.59 1.73  -0.158
C 4.80 0.64 1.62  -0.214
C 1.59 -1.89 -1.05  -0.151
C 0.32 -2.29 -0.45  -0.488
C -4.38 -0.05 0.21  -0.175
C -4.12 0.65 -0.97  -0.093
C -4.68 2.10 -1.25  -0.299
C -5.60 2.47 -0.57  -0.138
C -5.91 1.85 1.06  -0.155
C -5.30 0.68 1.12  -0.185
H -2.06 -2.33 0.57  0.370
H -0.19 1.09 -0.95  0.260
H 0.51 0.09 -2.42  0.191
H 2.39 1.21 -0.99  0.228
H 1.58 0.47 0.40  0.177
H 2.83 -1.27 1.46  0.169
H 3.93 -2.21 0.27  0.212
H 4.94 -0.17 -1.72  0.218
H 6.68 1.21 -1.68  0.198
H 7.33 2.59 0.40  0.207
H 6.04 2.18 2.25  0.169
H 4.22 0.34 2.66  0.186
H 1.36 -1.96 -2.25  0.184
H 2.12 -3.05 -0.73  0.162
H 0.48 -2.13 0.78  0.205
H -0.30 -2.98 -0.81  0.237
H -3.44 0.13 -1.65  0.214
H -4.61 2.35 -2.20  0.211
H -6.25 3.47 -0.41  0.222
H -6.54 2.18 1.65  0.169
H -5.61 0.25 2.13  0.217

The following is a DFT calculation (ωB97M-V with the def2-TZVPD basis set) of a single C19H21N3O2S molecule.

The relative energy (zero: lowest compared OMol25 entry of this formula, charge and spin) comes out at 6.4 kcal/mol. The lowest unoccupied orbital energy comes out at 0.0246 Eh.

Last column: natural (NBO) charge in e.
Cartesian coordinates (Å):
C -1.08 -2.14 -2.85  -0.630
C 0.22 -2.80 -2.40  -0.201
N 1.15 -1.89 -1.77  -0.481
C 1.96 -1.08 -2.64  -0.210
C 1.87 0.42 -2.31  -0.233
N 0.51 0.76 -1.96  -0.626
C 0.03 2.01 -1.98  0.670
O 0.61 2.96 -2.45  -0.620
C -1.37 2.13 -1.34  -0.321
N -1.48 1.35 -0.13  -0.451
C -2.41 0.36 -0.02  0.533
O -3.15 -0.02 -0.89  -0.612
S -2.34 -0.34 1.62  0.304
C -1.01 0.72 2.05  -0.228
C -0.32 0.77 3.24  -0.192
C 0.72 1.67 3.36  -0.222
C 1.05 2.51 2.30  -0.196
C 0.36 2.47 1.11  -0.262
C -0.68 1.56 0.98  0.214
C 1.33 -1.87 -0.39  0.254
C 0.31 -2.30 0.47  -0.314
C 0.49 -2.27 1.84  -0.176
C 1.66 -1.80 2.39  -0.260
C 2.67 -1.37 1.55  -0.184
C 2.52 -1.41 0.18  -0.295
H -0.88 -1.32 -3.54  0.206
H -1.70 -2.87 -3.37  0.217
H -1.65 -1.76 -2.01  0.219
H 0.72 -3.25 -3.27  0.190
H 0.00 -3.62 -1.70  0.207
H 3.02 -1.38 -2.62  0.195
H 1.60 -1.24 -3.66  0.212
H 2.52 0.67 -1.48  0.197
H 2.16 1.02 -3.17  0.228
H -0.02 0.01 -1.52  0.414
H -1.56 3.18 -1.14  0.231
H -2.12 1.75 -2.04  0.265
H -0.58 0.11 4.05  0.222
H 1.28 1.73 4.28  0.217
H 1.87 3.21 2.41  0.219
H 0.62 3.12 0.29  0.236
H -0.63 -2.65 0.07  0.217
H -0.32 -2.61 2.48  0.212
H 1.79 -1.77 3.47  0.212
H 3.60 -1.00 1.97  0.212
H 3.34 -1.11 -0.44  0.208

Number 1: E -25065.203 eV. Number 2: E -26543.761 eV. Number 3: E -39446.057 eV.